Run i
95
Properties=species:S:1:pos:R:3:lowdin_spin:R:1 method="wB97M-V/def2-TZVPD" multiplicity=2 total_charge=0 e_homo_ev="-8.23 / -8.23" gap_ev="7.2 / 7.3"
Cu -22.16 8.42 5.34 0.7359
Br -24.92 10.99 6.43 -0.0002
C -23.30 10.73 7.33 -0.0005
C -23.06 11.71 8.35 0.0000
C -22.16 11.39 9.33 -0.0003
C -21.39 10.20 9.16 0.0000
C -21.60 9.39 8.03 -0.0002
N -22.54 9.72 7.09 0.0013
C -20.83 8.09 7.81 0.0041
O -20.06 7.60 8.65 0.0040
O -21.04 7.60 6.59 0.0780
H -23.59 12.65 8.21 0.0000
H -22.00 12.01 10.19 0.0000
H -20.68 9.82 9.87 0.0001
C -24.19 12.41 0.15 -0.0001
C -24.10 10.90 -0.02 -0.0003
C -23.05 10.66 -1.11 -0.0002
C -25.42 10.25 -0.38 0.0000
C -23.64 10.26 1.28 -0.0028
C -24.24 9.05 1.74 0.0019
C -23.79 8.53 2.92 0.0016
N -22.82 9.17 3.67 0.0502
C -22.14 10.18 3.14 0.0037
C -22.60 10.87 2.02 0.0017
C -20.82 10.31 3.75 0.0034
C -19.80 11.08 3.14 0.0020
C -18.49 10.90 3.52 -0.0025
C -18.26 9.90 4.55 0.0025
C -19.26 9.21 5.11 0.0027
N -20.53 9.38 4.64 0.0660
C -17.41 11.64 2.89 -0.0004
C -16.13 11.65 3.77 0.0000
C -17.82 13.16 2.81 -0.0001
C -17.08 11.15 1.46 -0.0002
H -24.55 12.89 -0.79 0.0000
H -23.21 12.90 0.35 0.0000
H -24.91 12.66 0.98 0.0000
H -23.32 11.27 -1.98 0.0000
H -22.99 9.60 -1.40 0.0000
H -22.04 11.05 -0.81 0.0000
H -25.89 10.71 -1.21 0.0000
H -26.09 10.30 0.46 0.0000
H -25.26 9.16 -0.59 0.0000
H -25.12 8.60 1.27 0.0002
H -24.08 7.53 3.18 0.0005
H -22.17 11.80 1.67 0.0005
H -20.03 11.81 2.39 0.0004
H -17.25 9.67 4.86 0.0004
H -19.14 8.37 5.90 0.0005
H -16.30 12.04 4.74 0.0000
H -15.29 12.27 3.27 0.0000
H -15.71 10.59 3.76 0.0000
H -18.30 13.46 3.73 0.0000
H -18.49 13.27 2.00 0.0000
H -16.91 13.74 2.61 0.0000
H -16.67 10.11 1.44 0.0000
H -16.44 11.91 0.92 0.0000
H -17.98 11.15 0.87 0.0000
C -22.16 0.77 2.52 0.0000
C -23.32 1.71 3.03 0.0000
C -23.15 3.17 2.59 0.0000
N -23.59 3.44 1.25 0.0000
C -24.84 3.82 0.93 0.0000
S -26.04 3.94 2.09 0.0000
N -25.11 4.10 -0.42 0.0000
C -24.09 4.09 -1.41 0.0000
O -23.80 5.07 -2.06 0.0000
C -23.53 2.69 -1.65 0.0000
C -22.55 2.60 -2.66 0.0000
C -22.12 1.37 -3.15 0.0000
C -22.76 0.18 -2.63 0.0000
C -23.70 0.28 -1.59 0.0000
C -24.09 1.52 -1.09 0.0000
H -22.11 -0.09 3.22 0.0000
H -21.14 1.32 2.50 0.0000
H -22.36 0.37 1.50 0.0000
H -23.26 1.79 4.14 0.0000
H -24.32 1.28 2.79 0.0000
H -22.09 3.47 2.69 0.0000
H -23.74 3.69 3.32 0.0000
H -22.89 3.55 0.49 0.0000
H -25.78 4.89 -0.50 0.0000
H -22.28 3.51 -3.18 0.0000
H -21.32 1.35 -3.91 0.0000
H -22.49 -0.77 -2.99 0.0000
H -24.08 -0.61 -1.11 0.0000
H -24.73 1.59 -0.24 0.0000
C -26.39 6.70 5.76 0.0025
S -24.66 6.47 6.23 0.0040
O -24.52 7.20 7.49 -0.0010
O -24.43 5.01 6.24 0.0028
O -23.78 7.17 5.21 0.0377
H -26.49 6.28 4.78 0.0000
H -26.76 7.70 5.78 0.0001
H -26.97 6.04 6.41 0.0003

Run ii
95
Properties=species:S:1:pos:R:3:lowdin_spin:R:1 method="wB97M-V/def2-TZVPD" multiplicity=2 total_charge=0 e_homo_ev="-8.29 / -8.29" gap_ev="7.0 / 7.0"
Cu -1.33 -3.39 -0.14 0.7252
Br -2.07 1.46 2.36 0.0000
C -3.29 0.03 2.35 -0.0001
C -4.59 0.48 2.60 -0.0005
C -5.59 -0.48 2.76 -0.0001
C -5.25 -1.83 2.55 -0.0003
C -3.96 -2.11 2.11 -0.0006
N -2.96 -1.20 2.08 -0.0011
C -3.76 -3.53 1.59 0.0034
O -4.79 -4.28 1.61 0.0210
O -2.63 -4.01 1.14 0.0748
H -4.86 1.52 2.79 0.0000
H -6.48 -0.10 3.15 0.0000
H -5.90 -2.73 2.63 0.0002
C 2.51 -0.94 4.96 0.0000
C 3.18 -1.63 3.73 -0.0003
C 3.98 -2.86 4.24 -0.0002
C 4.04 -0.63 3.06 0.0000
C 2.12 -2.23 2.85 -0.0021
C 0.88 -2.70 3.40 0.0023
C -0.07 -3.10 2.53 0.0028
N 0.16 -3.24 1.20 0.0569
C 1.33 -2.87 0.67 0.0030
C 2.34 -2.34 1.48 0.0018
C 1.46 -2.81 -0.80 0.0033
C 2.47 -2.21 -1.54 0.0007
C 2.36 -2.05 -2.95 -0.0007
C 1.21 -2.65 -3.54 0.0015
C 0.27 -3.28 -2.74 0.0030
N 0.32 -3.29 -1.39 0.0423
C 3.44 -1.47 -3.84 -0.0001
C 4.19 -2.64 -4.52 0.0000
C 2.95 -0.49 -5.06 0.0000
C 4.45 -0.63 -3.03 0.0000
H 3.26 -0.39 5.55 0.0000
H 1.99 -1.68 5.61 0.0000
H 1.78 -0.22 4.52 0.0000
H 4.72 -2.59 5.00 0.0000
H 4.43 -3.40 3.40 0.0000
H 3.33 -3.55 4.80 0.0000
H 4.62 0.00 3.80 0.0000
H 3.46 0.07 2.40 0.0000
H 4.89 -1.16 2.55 0.0000
H 0.67 -2.54 4.45 0.0003
H -1.04 -3.38 2.92 0.0003
H 3.37 -2.12 1.04 0.0005
H 3.31 -1.71 -1.08 0.0003
H 1.01 -2.51 -4.63 0.0002
H -0.63 -3.68 -3.17 0.0001
H 3.49 -3.31 -4.92 0.0000
H 4.74 -3.25 -3.76 0.0000
H 4.92 -2.33 -5.29 0.0000
H 2.16 -1.03 -5.64 0.0000
H 3.79 -0.18 -5.64 0.0000
H 2.43 0.46 -4.67 0.0000
H 5.01 -1.28 -2.35 0.0000
H 3.98 0.07 -2.32 0.0000
H 5.21 -0.14 -3.66 0.0000
C 0.99 2.78 -0.15 0.0000
C 0.17 2.03 -1.21 0.0000
C -0.61 3.01 -2.16 0.0000
N -1.96 3.18 -1.69 0.0000
C -2.81 4.17 -2.06 0.0000
S -4.31 3.99 -2.72 0.0000
N -2.29 5.53 -1.89 0.0000
C -2.77 6.09 -0.61 0.0000
O -3.94 6.42 -0.43 0.0000
C -1.74 6.36 0.44 0.0000
C -2.23 6.76 1.70 0.0000
C -1.28 6.87 2.70 0.0000
C 0.10 6.68 2.44 0.0000
C 0.55 6.34 1.20 0.0000
C -0.37 6.15 0.17 0.0000
H 1.03 2.14 0.75 0.0000
H 0.44 3.66 0.12 0.0000
H 1.99 3.18 -0.40 0.0000
H -0.46 1.28 -0.80 0.0000
H 0.90 1.58 -1.95 0.0000
H -0.63 2.60 -3.21 0.0000
H -0.10 3.94 -2.16 0.0000
H -2.42 2.32 -1.48 0.0000
H -2.82 6.11 -2.52 0.0000
H -3.32 6.92 1.77 0.0000
H -1.63 7.12 3.69 0.0000
H 0.76 6.86 3.29 0.0000
H 1.64 6.16 1.02 0.0000
H -0.02 5.93 -0.87 0.0000
C -5.16 -3.91 -2.53 0.0030
S -3.37 -4.13 -2.55 0.0044
O -2.77 -3.68 -3.83 0.0031
O -3.17 -5.55 -2.22 -0.0014
O -2.88 -3.13 -1.44 0.0525
H -5.58 -4.91 -2.38 0.0004
H -5.53 -3.58 -3.51 0.0001
H -5.42 -3.22 -1.73 0.0001

Stability, highest: run i

Run i
48
Properties=species:S:1:pos:R:3:nbo_charge:R:1 method="wB97M-V/def2-TZVPD" total_charge=0 e_homo_ev=-7.89 gap_ev=7.3 smiles="COc1ccc(-c2ccc3nc4cncc(/C=C/c5ccccc5)n4c3c2)cc1"
C -5.65 -2.96 -3.13 -0.2477
O -4.72 -1.89 -3.37 -0.5161
C -4.08 -1.09 -2.41 0.3116
C -4.27 -1.03 -1.03 -0.3034
C -3.56 -0.14 -0.18 -0.1786
C -2.48 0.63 -0.74 -0.0855
C -1.81 1.59 0.03 0.0186
C -2.49 2.66 0.55 -0.2329
C -1.87 3.59 1.38 -0.2066
C -0.49 3.48 1.77 0.1662
N 0.38 4.38 2.44 -0.4521
C 1.52 3.80 2.32 0.3054
C 2.80 4.27 2.76 0.0630
N 3.88 3.64 2.50 -0.3925
C 3.88 2.44 1.77 -0.0462
C 2.71 1.85 1.37 0.1386
C 2.89 0.49 0.83 -0.2181
C 3.75 -0.54 1.06 -0.1306
C 3.51 -1.83 0.55 -0.1127
C 4.56 -2.65 0.34 -0.1685
C 4.39 -3.99 -0.03 -0.2145
C 3.11 -4.51 -0.23 -0.1988
C 1.98 -3.66 0.04 -0.2054
C 2.22 -2.38 0.43 -0.1933
N 1.52 2.57 1.67 -0.3319
C 0.20 2.40 1.30 0.0751
C -0.42 1.53 0.34 -0.2238
C -2.36 0.67 -2.18 -0.1808
C -3.16 -0.18 -2.94 -0.2517
H -6.58 -2.54 -2.82 0.1845
H -5.19 -3.80 -2.55 0.1831
H -5.89 -3.44 -4.03 0.1952
H -4.88 -1.58 -0.39 0.2216
H -3.88 0.13 0.81 0.2208
H -3.45 2.87 0.09 0.2196
H -2.45 4.38 1.67 0.2140
H 2.96 5.24 3.18 0.2085
H 4.89 1.96 1.59 0.2134
H 2.18 0.29 0.03 0.2001
H 4.76 -0.40 1.58 0.2127
H 5.52 -2.19 0.46 0.2062
H 5.21 -4.70 -0.17 0.2198
H 2.97 -5.56 -0.53 0.2181
H 0.91 -3.97 -0.10 0.2238
H 1.37 -1.87 0.80 0.2159
H 0.30 0.87 -0.19 0.2099
H -1.71 1.45 -2.61 0.2232
H -2.99 -0.24 -3.99 0.2227

Run ii
48
Properties=species:S:1:pos:R:3:nbo_charge:R:1 method="wB97M-V/def2-TZVPD" total_charge=0 e_homo_ev=-7.63 gap_ev=6.9 smiles="COc1ccc(-c2ccc3nc4cncc(/C=C/c5ccccc5)n4c3c2)cc1"
C 0.22 5.22 -3.58 -0.2621
O -1.00 4.46 -3.80 -0.5004
C -1.13 3.23 -3.20 0.2803
C -2.34 2.63 -3.45 -0.2394
C -2.63 1.35 -2.97 -0.1783
C -1.66 0.62 -2.25 -0.1112
C -1.91 -0.73 -1.69 0.0593
C -2.85 -1.62 -2.26 -0.2352
C -3.11 -2.86 -1.66 -0.1826
C -2.48 -3.24 -0.49 0.0822
N -2.56 -4.43 0.19 -0.4497
C -1.68 -4.35 1.13 0.3074
C -1.30 -5.36 2.11 0.0478
N -0.36 -5.06 3.01 -0.3822
C 0.24 -3.81 3.00 -0.0675
C -0.08 -2.80 2.12 0.1601
C 0.55 -1.48 2.16 -0.2413
C 1.85 -1.27 2.55 -0.1250
C 2.57 0.04 2.59 -0.0984
C 1.91 1.20 2.17 -0.1768
C 2.54 2.46 2.19 -0.2072
C 3.86 2.55 2.68 -0.2052
C 4.54 1.40 3.15 -0.2074
C 3.87 0.14 3.12 -0.1759
N -1.10 -3.08 1.14 -0.3341
C -1.53 -2.39 0.02 0.1468
C -1.25 -1.15 -0.50 -0.2647
C -0.40 1.23 -2.03 -0.1846
C -0.13 2.54 -2.48 -0.2571
H 0.13 6.18 -4.09 0.2035
H 1.10 4.69 -4.05 0.1813
H 0.40 5.41 -2.50 0.1828
H -3.11 3.11 -4.02 0.2253
H -3.60 0.92 -3.17 0.2162
H -3.35 -1.36 -3.19 0.2160
H -3.79 -3.55 -2.15 0.2243
H -1.74 -6.34 2.11 0.2185
H 1.01 -3.63 3.75 0.2087
H -0.07 -0.62 1.93 0.2133
H 2.48 -2.12 2.85 0.2077
H 0.90 1.13 1.81 0.2018
H 2.00 3.33 1.82 0.2193
H 4.24 3.55 2.77 0.2146
H 5.57 1.46 3.49 0.2211
H 4.40 -0.70 3.47 0.2105
H -0.50 -0.55 -0.03 0.2107
H 0.41 0.76 -1.48 0.2103
H 0.88 2.91 -2.29 0.2163

Stability, highest: run ii

Run i
13
Properties=species:S:1:pos:R:3:nbo_charge:R:1 method="wB97M-V/def2-TZVPD" total_charge=+1 e_homo_ev=-16.15 gap_ev=12.3
Li 0.35 0.12 -0.27 0.9034
O -1.19 -1.27 0.16 -0.9317
H -2.10 -1.03 0.43 0.4926
H -1.30 -1.24 -0.77 0.4554
O 0.07 0.89 1.51 -0.9486
H 0.56 0.31 2.18 0.5044
H 0.53 1.62 1.28 0.4659
O 1.06 -1.48 -0.67 -0.9845
H 0.84 -2.04 -1.32 0.4893
H 1.81 -1.98 -0.11 0.5269
O -0.11 1.67 -0.61 -1.0076
H 0.08 2.60 -0.34 0.5177
H -0.61 1.82 -1.48 0.5168

Run ii
13
Properties=species:S:1:pos:R:3:nbo_charge:R:1 method="wB97M-V/def2-TZVPD" total_charge=+1 e_homo_ev=-16.38 gap_ev=12.9
Li -0.26 0.00 -0.20 0.9011
O 0.75 -1.35 -1.31 -0.9786
H 0.45 -2.16 -1.73 0.5003
H 1.72 -1.70 -1.03 0.5023
O -0.27 -0.84 1.70 -0.9743
H -0.50 -0.69 2.61 0.5081
H 0.27 -1.58 1.66 0.4904
O -1.64 0.66 -0.66 -0.9790
H -1.99 0.58 0.15 0.4750
H -2.24 1.41 -1.06 0.5318
O 0.88 1.63 -0.04 -0.9614
H 1.21 2.36 -0.60 0.4997
H 1.62 1.69 0.53 0.4847

Stability, highest: run ii

Run i
14
Properties=species:S:1:pos:R:3:nbo_charge:R:1 method="wB97M-V/def2-TZVPD" total_charge=0 e_homo_ev=-8.99 gap_ev=9.6
C -1.83 1.22 0.51 -0.7210
C -1.39 -0.18 -0.18 0.3988
C -0.06 -0.35 -0.50 -0.2673
C 1.12 0.66 -0.69 -0.5173
C 2.11 0.10 0.06 -0.0404
C 3.08 -0.32 0.65 -0.2421
H -1.53 0.94 1.88 0.2392
H -1.13 1.99 -0.21 0.2389
H -3.06 1.61 0.53 0.2463
H 0.24 -1.35 -0.56 0.2111
H 0.87 1.71 -0.59 0.2485
H 1.42 0.57 -1.80 0.2439
H 3.86 -1.20 1.10 0.2757
F -2.09 -1.23 0.06 -0.3142

Run ii
14
Properties=species:S:1:pos:R:3:nbo_charge:R:1 method="wB97M-V/def2-TZVPD" total_charge=0 e_homo_ev="-8.89 / -8.89" gap_ev="6.2 / 6.2"
C -1.12 -1.18 -0.33 -0.1556
C -2.05 -1.93 -0.43 -0.2254
C 1.41 1.68 0.22 -0.3869
C 1.46 0.40 0.37 0.6837
C -3.21 -2.79 -0.61 -0.6804
C 2.58 2.61 0.48 -0.6148
F 2.39 -0.46 0.72 -0.2694
H 0.49 2.15 -0.09 0.2713
H -4.01 -2.46 0.06 0.2271
H -3.56 -2.72 -1.64 0.2277
H -2.94 -3.82 -0.39 0.2277
H 2.38 3.18 1.40 0.2352
H 3.50 2.05 0.60 0.2246
H 2.68 3.30 -0.35 0.2352

Stability, highest: run i

Run i
29
Properties=species:S:1:pos:R:3:nbo_charge:R:1 method="wB97M-V/def2-TZVPD" total_charge=0 e_homo_ev=-9.01 gap_ev=10.0 smiles=CCc1ccccc1.CCC
C -3.13 -1.09 1.51 -0.6063
C -1.91 -2.03 1.68 -0.4230
C -0.90 -1.88 0.58 -0.0111
C -1.13 -2.39 -0.68 -0.2105
C -0.21 -2.20 -1.71 -0.2054
C 0.89 -1.38 -1.52 -0.2243
C 1.12 -0.82 -0.27 -0.2053
C 0.32 -1.23 0.79 -0.2130
H -4.06 -1.67 1.55 0.2080
H -3.17 -0.70 0.49 0.2110
H -3.11 -0.29 2.24 0.2125
H -1.41 -1.85 2.63 0.2105
H -2.33 -3.04 1.66 0.2121
H -2.09 -2.82 -0.91 0.2049
H -0.43 -2.61 -2.69 0.2118
H 1.54 -1.14 -2.35 0.2122
H 1.96 -0.17 -0.06 0.2132
H 0.50 -0.79 1.76 0.2019
C 1.98 3.53 0.95 -0.6096
C 1.01 3.77 -0.18 -0.4017
C 1.69 3.66 -1.54 -0.6004
H 1.54 3.89 1.89 0.2076
H 2.93 4.07 0.93 0.2023
H 2.25 2.49 1.13 0.2013
H 0.21 3.04 -0.06 0.2014
H 0.57 4.76 -0.13 0.1952
H 2.22 2.70 -1.61 0.1965
H 1.05 3.76 -2.41 0.2088
H 2.47 4.43 -1.61 0.1993

Run ii
29
Properties=species:S:1:pos:R:3:nbo_charge:R:1 method="wB97M-V/def2-TZVPD" total_charge=0 e_homo_ev=-9.00 gap_ev=9.9
C 1.91 -0.04 1.47 -0.6490
C 0.69 0.33 2.39 -0.4060
C -0.36 1.36 2.01 -0.3955
C -1.70 1.22 2.80 -0.4317
C -2.81 2.16 2.31 -0.6187
C -0.29 0.24 -2.19 -0.2436
C 0.22 -0.25 -3.30 -0.1981
C 0.96 -1.51 -3.35 -0.2091
C 1.15 -2.28 -2.18 -0.2045
C 0.68 -1.69 -0.91 -0.2015
C -0.13 -0.53 -1.06 -0.2129
H 1.28 0.12 0.50 0.2180
H 2.90 0.72 1.19 0.2157
H 2.54 -1.15 1.58 0.2281
H 0.89 0.43 3.40 0.2016
H 0.03 -0.71 2.46 0.1844
H -0.01 2.43 2.09 0.1981
H -0.44 1.33 0.95 0.1900
H -1.41 1.29 3.77 0.2011
H -1.96 0.16 2.62 0.1986
H -2.42 2.34 1.11 0.2188
H -4.05 1.56 2.31 0.2287
H -2.82 3.30 3.07 0.2192
H -0.76 1.17 -2.19 0.2187
H 0.20 0.30 -4.27 0.2098
H 1.32 -1.93 -4.34 0.2161
H 1.73 -3.09 -2.21 0.1958
H 1.12 -2.16 0.02 0.2316
H -0.10 -0.07 -0.04 0.1964

Stability, highest: run i

Run i
29
Properties=species:S:1:pos:R:3:nbo_charge:R:1 method="wB97M-V/def2-TZVPD" total_charge=0 e_homo_ev=-8.49 gap_ev=9.2 smiles=CC(C)(C)C.c1ccccc1
C 0.30 -0.26 -0.38 -0.5580
C 0.83 1.03 -1.05 -0.2600
C 2.28 0.85 -0.63 -0.5760
C 0.22 2.15 -0.42 -0.5701
C 0.65 1.09 -2.51 -0.5820
H 0.74 -1.10 -0.88 0.1904
H 0.53 -0.22 0.69 0.2312
H -0.77 -0.20 -0.45 0.2140
H 2.89 1.52 -1.25 0.2059
H 2.33 1.17 0.50 0.2102
H 2.71 -0.22 -0.87 0.2059
H 0.27 3.11 -1.28 0.2003
H 0.92 2.43 0.60 0.2123
H -1.05 2.22 -0.13 0.2285
H -0.36 0.54 -2.96 0.2199
H 0.62 2.27 -2.94 0.2167
H 1.61 0.43 -2.93 0.2088
C -0.16 -2.06 0.85 -0.1654
C 0.06 -1.28 1.95 -0.2578
C -1.03 -0.79 2.65 -0.2157
C -2.34 -0.86 2.08 -0.2040
C -2.52 -1.42 0.83 -0.2442
C -1.47 -2.06 0.25 -0.2108
H 0.63 -2.32 0.17 0.2094
H 1.03 -1.30 2.38 0.2226
H -0.96 -0.34 3.61 0.2138
H -3.14 -0.38 2.52 0.2090
H -3.51 -1.35 0.28 0.2205
H -1.29 -2.67 -0.68 0.2247

Run ii
29
Properties=species:S:1:pos:R:3:nbo_charge:R:1 method="wB97M-V/def2-TZVPD" total_charge=0 e_homo_ev=-9.10 gap_ev=10.1 smiles=Cc1ccccc1.CC(C)C
C 1.84 1.38 1.87 -0.6362
C 0.45 1.25 1.38 -0.0326
C -0.01 2.29 0.53 -0.1948
C -1.28 2.27 -0.03 -0.2155
C -2.18 1.28 0.40 -0.2162
C -1.84 0.33 1.33 -0.2082
C -0.51 0.36 1.79 -0.2099
H 2.31 0.39 2.01 0.2172
H 1.96 1.87 2.84 0.2252
H 2.53 1.89 1.20 0.2204
H 0.65 3.09 0.21 0.2049
H -1.54 2.86 -0.89 0.2137
H -3.06 1.23 -0.24 0.2069
H -2.48 -0.52 1.50 0.2169
H -0.35 -0.42 2.53 0.2092
C 0.52 -2.34 -0.16 -0.6088
C 1.02 -1.84 -1.54 -0.2239
C 0.68 -2.90 -2.58 -0.6103
C 0.34 -0.54 -1.92 -0.6182
H 0.90 -3.35 -0.02 0.2091
H -0.54 -2.12 -0.08 0.2089
H 0.98 -1.71 0.60 0.2056
H 2.10 -1.64 -1.54 0.1934
H -0.41 -2.85 -2.64 0.2003
H 1.15 -2.77 -3.57 0.2068
H 1.01 -3.93 -2.41 0.2070
H 0.80 0.40 -1.63 0.2207
H 0.41 -0.47 -3.02 0.2031
H -0.74 -0.53 -1.80 0.2056

Stability, highest: run ii